1.
{
  "formula": "C4H10NOS",
  "method": "ωB97M-V with the def2-TZVPD basis set",
  "elements": ["C", "C", "C", "C", "N", "O", "S", "H", "H", "H", "H", "H", "H", "H", "H", "H", "H"],
  "xyz": [[1.04, -1.58, -0.93], [-1.93, 0.05, -1.23], [0.87, 1.43, 2.02], [0.80, -0.32, -0.16], [-1.06, 0.12, -0.09], [-1.43, 0.67, 0.93], [1.27, -0.24, 1.52], [0.23, -1.61, -1.71], [2.02, -1.61, -1.45], [0.90, -2.58, -0.48], [-1.49, 0.60, -1.93], [-3.00, 0.39, -1.02], [-1.95, -1.04, -1.47], [-0.08, 1.81, 1.85], [1.77, 2.16, 1.81], [0.93, 1.21, 3.03], [1.10, 0.54, -0.69]],
  "total_energy_ha": -686.17194,
  "total_charge": 1,
  "relative_energy_kj_mol": 522.6,
  "spin_multiplicity": 1,
  "lumo_ev": -6.23
}

***

2.
{
  "formula": "C4H10NOS",
  "method": "ωB97M-V with the def2-TZVPD basis set",
  "elements": ["C", "C", "C", "C", "N", "O", "S", "H", "H", "H", "H", "H", "H", "H", "H", "H", "H"],
  "xyz": [[0.24, 1.28, -0.10], [1.66, 1.25, 0.58], [0.22, -1.29, -0.47], [-1.84, -0.07, -0.29], [-0.36, -0.15, 0.16], [0.25, -2.30, 0.44], [2.60, -0.03, -0.31], [-0.42, 1.99, 0.26], [0.30, 1.26, -1.17], [2.02, 2.29, 0.50], [1.38, 0.81, 1.63], [0.11, -1.32, -1.56], [-1.83, 0.08, -1.35], [-2.21, -0.94, 0.15], [-2.41, 0.77, 0.20], [-0.31, -0.40, 1.16], [0.61, -3.21, 0.17]],
  "total_energy_ha": -686.17856,
  "total_charge": 1,
  "relative_energy_kj_mol": 0.0,
  "s2": 2.01,
  "spin_multiplicity": 3,
  "lumo_ev": [-2.83, -6.14]
}

***

3.
{
  "formula": "C4H10NP",
  "method": "ωB97M-V with the def2-TZVPD basis set",
  "elements": ["C", "C", "C", "C", "N", "P", "H", "H", "H", "H", "H", "H", "H", "H", "H", "H"],
  "xyz": [[-0.87, -0.25, 0.41], [-1.80, 0.81, 0.80], [-0.51, -2.56, -0.10], [2.01, 2.09, -0.58], [-1.23, -1.44, 0.34], [1.02, 0.61, -0.36], [-2.81, 0.50, 0.44], [-1.29, 1.56, 0.20], [-1.85, 1.08, 1.85], [0.40, -2.24, -0.54], [-1.06, -3.01, -0.95], [-0.17, -3.33, 0.58], [2.28, 2.32, 0.39], [1.41, 2.97, -0.98], [1.92, -0.35, 0.06], [0.73, -0.05, -1.59]],
  "total_energy_ha": -554.33967,
  "total_charge": 0,
  "smiles": "C=[PH2]/C(C)=N\\C",
  "relative_energy_kj_mol": 380.8,
  "spin_multiplicity": 1,
  "lumo_ev": 0.52
}

***

4.
{
  "formula": "C4H10NP",
  "method": "ωB97M-V with the def2-TZVPD basis set",
  "elements": ["C", "C", "C", "C", "N", "P", "H", "H", "H", "H", "H", "H", "H", "H", "H", "H"],
  "xyz": [[-1.29, 0.07, 0.14], [-0.08, 0.46, -0.40], [-2.33, 1.13, 0.13], [0.89, -1.71, 0.04], [0.97, -0.43, -0.59], [3.13, 0.73, 0.30], [-1.48, -0.79, 0.89], [0.15, 1.47, -1.00], [-3.28, 0.59, -0.05], [-2.27, 1.80, 1.06], [-2.07, 1.64, -0.77], [-0.07, -2.06, -0.49], [1.76, -2.30, -0.22], [0.62, -1.69, 1.10], [3.12, 1.86, -0.53], [2.55, 1.69, 1.17]],
  "total_energy_ha": -554.33993,
  "total_charge": 0,
  "relative_energy_kj_mol": 380.1,
  "spin_multiplicity": 1,
  "lumo_ev": [-0.79, -0.54]
}

***

5.
{
  "formula": "C4H10NS",
  "method": "ωB97M-V with the def2-TZVPD basis set",
  "elements": ["C", "C", "S", "C", "N", "C", "H", "H", "H", "H", "H", "H", "H", "H", "H", "H"],
  "xyz": [[-1.03, -0.60, 0.86], [-1.33, -0.85, -0.62], [-2.58, -2.12, -0.96], [0.37, -0.06, 1.07], [0.64, 1.19, 0.31], [1.33, 0.99, -0.97], [-1.77, 0.09, 1.26], [-1.16, -1.57, 1.34], [-0.37, -1.10, -1.09], [-1.62, 0.10, -1.08], [0.51, 0.23, 2.11], [1.09, -0.85, 0.82], [1.32, 1.65, 0.90], [2.05, 1.79, -1.12], [0.64, 1.05, -1.81], [1.89, 0.05, -1.02]],
  "total_energy_ha": -611.35006,
  "total_charge": -1,
  "smiles": "CNCCC[S-]",
  "relative_energy_kj_mol": 41.4,
  "spin_multiplicity": 1,
  "lumo_ev": 3.54
}

***

6.
{
  "formula": "C4H10NS",
  "method": "ωB97M-V with the def2-TZVPD basis set",
  "elements": ["C", "C", "C", "C", "N", "S", "H", "H", "H", "H", "H", "H", "H", "H", "H", "H"],
  "xyz": [[1.57, 0.71, 0.95], [0.36, -0.12, 1.41], [-0.47, 1.85, 0.10], [-0.88, -2.17, -1.63], [0.30, 0.70, 0.21], [0.22, -0.82, -1.90], [1.88, 1.65, 1.33], [2.32, 0.13, 0.47], [0.21, -1.11, 1.36], [-0.10, 0.16, 2.26], [-0.43, 2.45, 1.11], [-0.15, 2.62, -0.67], [-1.37, 1.64, -0.36], [-0.60, -2.96, -2.23], [-1.90, -2.00, -1.73], [-0.96, -2.75, -0.70]],
  "total_energy_ha": -610.90466,
  "total_charge": 1,
  "relative_energy_kj_mol": 521.4,
  "spin_multiplicity": 1,
  "lumo_ev": [-7.51, -7.45]
}

***

What did the third record say?
{
  "formula": "C4H10NP",
  "method": "ωB97M-V with the def2-TZVPD basis set",
  "elements": ["C", "C", "C", "C", "N", "P", "H", "H", "H", "H", "H", "H", "H", "H", "H", "H"],
  "xyz": [[-0.87, -0.25, 0.41], [-1.80, 0.81, 0.80], [-0.51, -2.56, -0.10], [2.01, 2.09, -0.58], [-1.23, -1.44, 0.34], [1.02, 0.61, -0.36], [-2.81, 0.50, 0.44], [-1.29, 1.56, 0.20], [-1.85, 1.08, 1.85], [0.40, -2.24, -0.54], [-1.06, -3.01, -0.95], [-0.17, -3.33, 0.58], [2.28, 2.32, 0.39], [1.41, 2.97, -0.98], [1.92, -0.35, 0.06], [0.73, -0.05, -1.59]],
  "total_energy_ha": -554.33967,
  "total_charge": 0,
  "smiles": "C=[PH2]/C(C)=N\\C",
  "relative_energy_kj_mol": 380.8,
  "spin_multiplicity": 1,
  "lumo_ev": 0.52
}